The following is a quantum chemistry calculation of a molecular structure, C18H23BiN5O5 in a non-equilibrium geometry, from OMol25.

CARTESIAN COORDINATES (ANGSTROEM)
Bi -0.2244 0.1308 0.5671
N -1.8194 1.3762 2.1489
C -1.5196 1.0552 3.5507
C -2.0553 -0.3175 3.9448
C -1.3534 -1.4796 3.2527
N -1.6002 -1.4672 1.8088
H -1.6772 2.3669 1.9795
H -2.7927 1.1756 1.9354
H -1.9524 1.8060 4.2223
H -0.4342 1.0748 3.6727
H -3.1285 -0.3604 3.7404
H -1.9250 -0.4363 5.0208
H -1.7062 -2.4174 3.6941
H -0.2745 -1.4131 3.4023
H -2.5893 -1.3587 1.5999
H -1.2996 -2.3350 1.3752
O -4.0921 2.7034 -3.5983
C -3.1144 2.9823 -4.4070
O -2.8626 3.4480 -5.4593
C -2.6451 2.3539 -3.1711
C -2.1514 3.1402 -2.0292
C -1.5915 2.5362 -0.9761
N -1.4166 1.1733 -0.8729
C -1.8051 0.4087 -1.9559
C -2.3673 0.9182 -3.0678
C -1.5064 -1.0502 -1.8603
O -1.7866 -1.8354 -2.7260
O -0.9104 -1.4308 -0.7375
H -2.2833 4.2084 -2.0504
H -1.2040 3.1060 -0.1445
H -2.6214 0.2547 -3.8792
C 3.9264 -0.8098 2.9736
C 2.7918 -1.1979 2.0679
O 1.6145 -1.0196 2.3587
N 3.1717 -1.7651 0.9111
C 2.2473 -2.2222 -0.1068
C 2.2727 -1.3098 -1.3056
C 3.1071 -1.5926 -2.3803
C 3.1203 -0.7356 -3.4689
C 2.2932 0.3776 -3.4498
C 1.5123 0.5984 -2.3279
N 1.5105 -0.2186 -1.2828
H 3.5610 -0.1506 3.7555
H 4.7186 -0.3142 2.4191
H 4.3376 -1.7050 3.4362
H 4.1562 -1.8908 0.7314
H 1.2460 -2.2336 0.3258
H 2.5161 -3.2360 -0.4122
H 3.7305 -2.4738 -2.3635
H 3.7539 -0.9374 -4.3183
H 2.2578 1.0614 -4.2822
H 0.8621 1.4593 -2.2636

- energy above the lowest of the compared OMol25 structures with the same formula, charge and spin (kcal per mole) = 6.5
- maximum force (eV Å⁻¹) = 1.60
- calculated total energy (eV) = -42561.8175
- charge = +1
- molar mass (g/mol) = 598.4
- 2S+1 = 1
- LUMO (eV) = -3.1
- HOMO-LUMO gap (eV) = 7.363

These are the Löwdin partial charges, in e, on atoms 1 to 6:
1 Bi 1.92
2 N -0.10
3 C -0.25
4 C -0.18
5 C -0.24
6 N -0.08